## 1
C2H4N2S | the ωB97M-V functional and the def2-TZVPD basis

Cartesian coordinates (Å):
1 C 0.8164 -2.3310 -0.4955
2 N 1.3948 -1.2966 0.1125
3 N 0.6155 -0.1233 0.1680
4 C -0.5698 0.2218 -0.2436
5 S -1.0261 1.7479 0.2380
6 H 1.3888 -3.3444 -0.5954
7 H -0.2158 -2.2155 -0.7320
8 H 0.8552 0.7015 0.9454
9 H -1.1628 -0.5126 -0.9545

## Properties
Frontier orbital gap: 0.307 Ha
SMILES: C=NNC=S
Highest occupied orbital energy: -8.78 eV
LUMO level: -0.015 Ha

---

## 2
C2H4N2S | the ωB97M-V functional and the def2-TZVPD basis

Cartesian coordinates (Å):
1 C 0.6794 1.8208 0.6457
2 C -0.1691 -0.6674 -0.7493
3 N 1.4361 2.6684 0.7919
4 N -0.5784 -1.0600 0.4693
5 S -1.6224 -0.0642 1.1926
6 H 0.4607 0.3327 -0.6999
7 H 0.5202 -1.2868 -1.2618
8 H -0.8795 -0.1975 -1.5005
9 H 0.1530 -1.5460 1.1121

## Properties
Frontier orbital gap (alpha / beta): 0.261 / 0.261 Ha
Highest occupied orbital energy (alpha / beta): -10.03 / -10.03 eV
LUMO level (alpha / beta): -0.108 / -0.108 Ha

---

Winner for stability: 1

---

## 1
C3H7NS2 | the ωB97M-V functional and the def2-TZVPD basis

Cartesian coordinates (Å):
1 C 2.5159 -0.5705 -0.0003
2 N 1.5734 0.5117 0.0076
3 C 0.2492 0.4150 0.0107
4 S -0.7751 1.7511 -0.0026
5 S -0.3401 -1.2519 -0.0048
6 C -2.1094 -1.0710 -0.0001
7 H 3.5558 -0.2004 0.0244
8 H 2.4249 -1.2809 0.8248
9 H 2.3599 -1.1691 -0.8809
10 H 1.8765 1.4593 -0.0090
11 H -2.5486 -2.0883 -0.0297
12 H -2.3617 -0.4314 -0.8545
13 H -2.4120 -0.4995 0.9281

## Properties
Frontier orbital gap: 0.332 Ha
SMILES: CNC(=S)SC
Highest occupied orbital energy: -8.35 eV
LUMO level: 0.025 Ha

---

## 2
C3H7NS2 | the ωB97M-V functional and the def2-TZVPD basis

Cartesian coordinates (Å):
1 N 2.0883 0.1845 -0.2147
2 C 0.8212 -0.1883 0.6557
3 C -0.2772 -0.1488 -0.5609
4 C -1.6567 -0.1149 -0.2846
5 S -2.4618 -1.5195 0.0211
6 S -2.2398 1.5661 -0.0194
7 H 2.0148 -0.4851 -1.1100
8 H 3.0473 -0.1282 0.4633
9 H 1.0008 -1.1691 1.4370
10 H 0.7172 0.8079 1.2435
11 H -0.0352 -0.9550 -1.2623
12 H 0.2733 0.7203 -1.2017
13 H -3.2922 1.4301 0.8330

## Properties
Frontier orbital gap: 0.303 Ha
SMILES: NCCC(=S)S
Highest occupied orbital energy: -8.80 eV
LUMO level: -0.021 Ha

---

Winner for stability: 1

---

## 1
C29H58O13 | the ωB97M-V functional and the def2-TZVPD basis

Cartesian coordinates (Å):
1 C 35.6650 47.6900 26.2500
2 C 36.4240 48.2500 27.4630
3 O 36.6660 49.7410 27.3190
4 C 37.3120 50.3460 28.3210
5 C 37.5930 51.7990 27.9670
6 O 37.6960 49.7930 29.3260
7 H 36.3060 47.6860 25.5540
8 H 34.9720 48.3910 26.0730
9 H 35.3520 46.6220 26.3880
10 H 35.9720 48.0530 28.3630
11 H 37.2600 47.9100 27.5310
12 H 36.9810 52.3190 27.1610
13 H 38.5220 51.8560 27.4710
14 H 37.7480 52.4920 28.7900
15 C 37.0280 52.9010 24.4870
16 C 35.9910 51.8840 24.7240
17 O 34.8900 51.9410 23.6680
18 C 33.8870 50.9900 23.7870
19 C 32.7870 51.2690 22.7480
20 O 33.7110 50.2400 24.6380
21 H 38.0010 52.9520 25.1830
22 H 36.6870 53.8710 24.6060
23 H 37.4350 52.9240 23.4600
24 H 36.3010 50.8490 24.6940
25 H 35.4910 52.1870 25.6730
26 H 32.8230 52.2910 22.5030
27 H 31.8510 51.0540 23.2280
28 H 33.1000 50.9310 21.7810
29 C 39.6380 46.0350 20.6360
30 C 39.3800 47.3100 19.9410
31 O 39.4050 48.5350 20.7780
32 C 39.3420 49.7980 20.1050
33 C 39.4080 50.8950 21.1340
34 O 39.2030 49.9000 18.9390
35 H 38.7510 45.9490 21.2250
36 H 40.6510 46.1280 21.3210
37 H 40.0010 45.4170 20.0020
38 H 40.1640 47.3570 19.2170
39 H 38.3640 47.4990 19.4650
40 H 38.6170 50.6790 21.7750
41 H 39.1700 51.7200 20.4110
42 H 40.4030 50.7580 21.6420
43 C 42.3490 44.3050 25.6680
44 C 41.0030 44.8950 25.2770
45 O 39.9480 44.1800 25.9620
46 C 38.6930 44.6140 25.8780
47 C 37.7680 43.7230 26.7170
48 O 38.3330 45.5570 25.2300
49 H 42.4230 44.4810 26.8330
50 H 43.2210 44.7800 25.1280
51 H 42.3790 43.2670 25.5000
52 H 41.2730 45.9780 25.3040
53 H 40.8030 44.8150 24.1900
54 H 37.4320 44.2860 27.6170
55 H 38.1830 43.0150 26.9730
56 H 36.9000 43.4830 26.0800
57 C 39.0840 49.3370 24.8420
58 C 40.2080 48.4100 24.2310
59 O 41.4380 48.4820 24.9000
60 C 42.4710 47.8900 24.3050
61 C 43.6940 47.8900 25.3990
62 O 42.5580 47.4050 23.1830
63 H 39.2890 50.4270 24.7460
64 H 39.0620 49.0130 25.8300
65 H 38.0700 49.1200 24.5450
66 H 39.6390 47.3920 24.2160
67 H 40.2870 48.8780 23.2150
68 H 43.9500 48.9600 25.4770
69 H 44.4870 47.2710 24.9720
70 H 43.4620 47.4580 26.2810
71 C 42.5070 51.8820 26.2060
72 C 41.9560 53.3010 25.9340
73 C 43.0290 54.3720 25.6730
74 O 40.6870 53.5900 25.8390
75 H 43.2320 51.5350 25.4240
76 H 41.6560 51.2080 26.2670
77 H 42.9660 51.8460 27.0980
78 H 43.4450 54.7500 26.6930
79 H 42.4010 55.1710 25.3910
80 H 43.7890 54.0100 25.0650
81 C 47.4260 52.8990 25.2500
82 C 47.0840 51.5080 24.7430
83 C 48.1780 50.5140 24.5710
84 O 45.7670 51.0340 24.6880
85 H 48.0160 53.3830 24.7090
86 H 47.7620 52.9920 26.1790
87 H 46.6110 53.6540 25.1070
88 H 47.7600 49.5160 24.7030
89 H 48.8360 50.4460 25.5040
90 H 48.6220 50.7630 23.5180
91 C 41.8280 49.0520 28.7330
92 C 41.9850 47.5670 28.8580
93 C 40.6420 46.7830 28.6370
94 O 43.0620 47.0080 29.1140
95 H 42.5880 49.4710 29.3840
96 H 41.0670 49.5490 29.1210
97 H 41.9900 49.4410 27.7470
98 H 39.7690 47.2750 28.9640
99 H 40.6090 45.7140 28.7730
100 H 40.5640 46.8050 27.5610

## Properties
Frontier orbital gap: 0.360 Ha
SMILES: CCOC(C)=O.CCOC(C)=O.CCOC(C)=O.CCOC(C)=O.CCOC(C)=O.CC(C)=O.CC(C)=O.CC(C)=O
Highest occupied orbital energy: -9.75 eV
LUMO level: 0.002 Ha

---

## 2
C29H58O13 | the ωB97M-V functional and the def2-TZVPD basis

Cartesian coordinates (Å):
1 C -2.3266 -1.1305 0.5000
2 C -3.1983 -2.2148 -0.1573
3 O -3.7463 -1.7557 -1.3666
4 C -4.8080 -0.9067 -1.3120
5 C -5.1754 -0.3535 -2.6636
6 O -5.3705 -0.6495 -0.2968
7 H -2.7674 -0.1424 0.5527
8 H -1.4094 -1.1134 -0.1009
9 H -1.9531 -1.5093 1.4538
10 H -2.6424 -3.1371 -0.3199
11 H -3.9970 -2.5020 0.5367
12 H -4.4748 -0.7287 -3.4068
13 H -5.0524 0.7261 -2.6214
14 H -6.1506 -0.7103 -2.9785
15 C 2.2362 -3.8798 5.3836
16 C 2.2532 -2.3840 5.5966
17 O 2.0756 -1.7495 4.3270
18 C 3.1153 -1.5041 3.5403
19 C 2.7982 -0.9732 2.1612
20 O 4.2616 -1.5898 3.9006
21 H 2.9026 -4.2738 4.6182
22 H 1.2552 -4.2655 5.0800
23 H 2.3932 -4.4535 6.3021
24 H 1.4729 -1.9923 6.2446
25 H 3.1829 -2.0554 6.0659
26 H 1.8103 -0.5117 2.1397
27 H 2.8646 -1.7851 1.4414
28 H 3.5514 -0.2078 1.9999
29 C 1.9712 6.5197 1.9114
30 C 2.8095 5.5077 2.6793
31 O 1.8436 4.5118 3.0688
32 C 2.3031 3.3133 3.4561
33 C 1.1558 2.3897 3.8085
34 O 3.4500 2.9763 3.4766
35 H 1.5806 6.0152 1.0304
36 H 2.4565 7.4624 1.6494
37 H 1.1482 6.9301 2.5009
38 H 3.5980 5.1522 2.0184
39 H 3.2240 5.8578 3.6250
40 H 1.5304 1.4027 4.0665
41 H 0.4682 2.3281 2.9643
42 H 0.5356 2.7193 4.6434
43 C 1.5640 -2.4337 -1.6159
44 C 0.3274 -2.8962 -2.3684
45 O 0.0080 -4.2472 -2.1254
46 C 0.6008 -5.2458 -2.7559
47 C 0.4373 -6.5857 -2.0557
48 O 1.2740 -5.1705 -3.7513
49 H 1.6523 -1.3554 -1.5226
50 H 2.4764 -2.8732 -2.0274
51 H 1.5300 -2.9057 -0.6256
52 H -0.5215 -2.3118 -2.0043
53 H 0.4418 -2.5948 -3.4127
54 H -0.0349 -6.5175 -1.0774
55 H 1.3882 -7.1020 -1.9891
56 H -0.2408 -7.1556 -2.6964
57 C -2.3221 -6.8804 -4.7682
58 C -2.9806 -5.8143 -3.9088
59 O -2.4762 -4.5462 -4.3527
60 C -3.2258 -3.4663 -4.2154
61 C -2.4741 -2.1940 -4.5264
62 O -4.3825 -3.4750 -3.8775
63 H -2.4384 -6.6770 -5.8310
64 H -2.6199 -7.8765 -4.4488
65 H -1.2355 -6.8355 -4.6333
66 H -4.0598 -5.8446 -4.0383
67 H -2.7190 -5.9417 -2.8598
68 H -3.0015 -1.6522 -5.3126
69 H -1.4037 -2.3089 -4.6305
70 H -2.6794 -1.5149 -3.6924
71 C 3.6414 2.6344 -0.1852
72 C 4.4692 2.4029 -1.4188
73 C 3.9436 2.8334 -2.7807
74 O 5.5038 1.7892 -1.3546
75 H 3.8026 1.7506 0.4282
76 H 2.5978 2.7564 -0.4835
77 H 3.8273 3.5231 0.4185
78 H 2.9689 2.3417 -2.9056
79 H 4.5050 2.4698 -3.6380
80 H 3.7407 3.8994 -2.8892
81 C -1.3030 1.2922 -1.9303
82 C 0.0036 1.3138 -1.1932
83 C 0.0102 1.8116 0.2480
84 O 1.0245 0.9225 -1.7011
85 H -2.1022 1.2917 -1.1886
86 H -1.3470 0.4081 -2.5640
87 H -1.5088 2.1614 -2.5585
88 H 0.8147 1.3332 0.7923
89 H -0.9636 1.7520 0.7350
90 H 0.0900 2.8961 0.0913
91 C -2.2007 7.9203 3.1786
92 C -1.6849 6.8643 2.2054
93 C -1.4099 5.4650 2.6884
94 O -1.3773 7.1893 1.0802
95 H -3.2304 7.6799 3.4460
96 H -2.2119 8.8362 2.5859
97 H -1.5741 8.1329 4.0422
98 H -0.6651 5.5387 3.4812
99 H -1.1142 4.8509 1.8431
100 H -2.3105 5.0289 3.1313

## Properties
Frontier orbital gap: 0.354 Ha
SMILES: CCOC(C)=O.CCOC(C)=O.CCOC(C)=O.CCOC(C)=O.CCOC(C)=O.CC(C)=O.CC(C)=O.CC(C)=O
Highest occupied orbital energy: -9.36 eV
LUMO level: 0.010 Ha

---

Winner for stability: 2

---

## 1
C5H10O | the ωB97M-V functional and the def2-TZVPD basis

Cartesian coordinates (Å):
1 C 1.7927 -0.8313 -0.0718
2 C 0.3280 -0.6050 0.2359
3 C -0.6688 -1.0969 -0.5874
4 C -0.9220 1.0325 1.6456
5 C 0.0373 0.0663 1.4760
6 H 1.8521 -1.0688 -1.1524
7 H 2.1484 -1.7666 0.3886
8 H 2.4262 0.0506 -0.0104
9 H -0.4195 -1.4514 -1.5850
10 H -1.6989 -1.0222 -0.2765
11 H -1.3190 1.4952 0.7659
12 H -1.3086 1.4177 2.5848
13 H 0.4544 -0.3829 2.3861
14 H -0.1198 1.3670 -1.8858
15 H -1.6069 1.1777 -1.6619
16 O -0.9756 1.6183 -2.2516

## Properties
Frontier orbital gap (alpha / beta): 0.142 / 0.281 Ha
Charge: -1
Highest occupied orbital energy (alpha / beta): 0.49 / -3.46 eV
2S+1: 2
LUMO level (alpha / beta): 0.160 / 0.154 Ha

---

## 2
C5H10O | the ωB97M-V functional and the def2-TZVPD basis

Cartesian coordinates (Å):
1 C 0.1634 0.4053 1.4014
2 C 1.3723 0.9699 1.1704
3 C -0.9016 0.3822 0.4163
4 C -2.3496 0.1679 0.9390
5 C -2.9252 -0.9934 1.1547
6 H -0.0069 -0.2443 2.3231
7 H 2.0581 0.9275 2.0220
8 H 1.7767 1.4094 0.2555
9 H -0.9888 1.3898 -0.0006
10 H -0.5077 -0.2914 -0.3311
11 H -2.7639 1.1044 1.2984
12 H -3.9915 -1.2107 1.2888
13 H -2.2778 -1.8548 0.9730
14 H 3.8433 -0.0837 -4.6794
15 H 4.0757 -1.3943 -4.1861
16 O 3.4235 -0.6838 -4.0454

## Properties
Frontier orbital gap (alpha / beta): 0.064 / 0.347 Ha
Charge: -1
Highest occupied orbital energy (alpha / beta): 1.40 / -6.35 eV
2S+1: 2
LUMO level (alpha / beta): 0.116 / 0.113 Ha

---

Winner for stability: 1

---

## 1
CH2ClN8S | the ωB97M-V functional and the def2-TZVPD basis

Cartesian coordinates (Å):
1 C -1.7235 0.4930 -0.0159
2 N -2.0650 1.7887 -0.1026
3 N -0.9370 2.3883 -0.4898
4 N 0.0489 1.5159 -0.5105
5 N 0.7045 -1.5129 0.1400
6 N 1.8191 -1.2582 -0.3011
7 N -0.3785 0.2776 -0.2117
8 N -0.0160 -2.3221 0.4855
9 N 2.4028 -0.0777 -0.5018
10 S -2.8926 -0.7960 0.3913
11 Cl 3.3086 0.6025 0.8659
12 H -1.9540 -1.7352 0.9647
13 H 1.6826 0.6361 -0.7141

## Properties
Frontier orbital gap: 0.308 Ha
Charge: -1
Highest occupied orbital energy: -5.17 eV
LUMO level: 0.118 Ha

---

## 2
CH2ClN8S | the ωB97M-V functional and the def2-TZVPD basis

Cartesian coordinates (Å):
1 S 0.4382 -1.7548 -2.1097
2 C -0.6817 -1.8575 -0.8689
3 N -1.5404 -2.8398 -0.6222
4 N -2.3973 -2.5095 0.2404
5 N -2.2141 -1.2593 0.6326
6 N -1.1950 -0.7835 -0.1194
7 N -0.5195 0.4991 -0.1845
8 N 0.8123 0.3566 -0.2490
9 N 1.4390 0.3824 0.8606
10 N 2.6428 0.2047 0.9930
11 Cl 3.2244 0.6295 2.5944
12 H -0.7847 1.0218 0.6530
13 H 0.9027 -0.4153 -0.9294

## Properties
Frontier orbital gap: 0.274 Ha
Charge: -1
SMILES: [S-]c1nnnn1NN/N=N/Cl
Highest occupied orbital energy: -4.24 eV
LUMO level: 0.118 Ha

---

Winner for stability: 1

---

## 1
C6H8N4 | the ωB97M-V functional and the def2-TZVPD basis

Cartesian coordinates (Å):
1 N 1.3056 -2.3527 2.0404
2 C 0.6324 -1.6309 1.3977
3 C -0.1359 -0.6702 0.6564
4 C -0.2251 0.6445 1.4942
5 N -0.0241 1.7057 0.5404
6 C 0.5177 1.2215 -0.6928
7 C 0.3737 -0.2745 -0.7293
8 C -0.6559 -0.8333 -1.6879
9 N -1.8007 -1.0795 -0.7834
10 N -1.5021 -1.1435 0.4306
11 H 0.5144 0.6853 2.3097
12 H -1.2451 0.7593 1.9205
13 H 0.5788 2.4149 0.9497
14 H 1.5808 1.4415 -0.5688
15 H 0.1011 1.8565 -1.6208
16 H 1.2889 -0.8714 -0.9814
17 H -0.3292 -1.7198 -2.2142
18 H -0.9750 -0.1533 -2.4610

## Properties
Frontier orbital gap: 0.354 Ha
SMILES: N#C[C@@]12CNC[C@@H]1CN=N2
Highest occupied orbital energy: -9.18 eV
LUMO level: 0.017 Ha

---

## 2
C6H8N4 | the ωB97M-V functional and the def2-TZVPD basis

Cartesian coordinates (Å):
1 C -0.4081 -0.9567 1.8619
2 C -0.8205 0.4092 2.0117
3 N -0.4456 0.9734 0.8122
4 C 0.0000 0.0000 0.0000
5 N 0.0397 -1.1835 0.5886
6 H -0.5047 -1.8433 2.4886
7 H -1.2125 0.9966 2.8420
8 H -0.7461 1.9023 0.5064
9 H 0.4032 0.1546 -1.0008
10 C -2.1590 -2.4082 -3.5426
11 C -1.2034 -1.4319 -3.5404
12 N -1.5748 -0.6217 -4.5850
13 C -2.6830 -1.1686 -5.1211
14 N -3.0675 -2.2979 -4.5810
15 H -2.4282 -3.0485 -2.7026
16 H -0.4043 -1.1542 -2.8531
17 H -1.1381 0.2283 -4.9503
18 H -3.2606 -0.6666 -5.8974

## Properties
Frontier orbital gap: 0.343 Ha
SMILES: c1c[nH]cn1.c1c[nH]cn1
Highest occupied orbital energy: -8.75 eV
LUMO level: 0.022 Ha

---

## 3
C6H8N4 | the ωB97M-V functional and the def2-TZVPD basis

Cartesian coordinates (Å):
1 C 0.9309 -2.5406 0.9197
2 C -0.1955 -1.7168 0.9938
3 C 2.1885 -0.6721 0.3134
4 C 1.3008 0.2214 0.6796
5 C 1.8352 -1.9961 0.1147
6 C -0.0138 -0.3183 0.6572
7 N -0.9276 -0.0761 -0.2247
8 N -0.2143 2.1734 -0.4742
9 N -2.1446 1.3325 -1.4482
10 N -0.8908 1.0343 -1.1102
11 H 0.8733 -3.6584 1.0834
12 H -1.1689 -2.0610 1.3745
13 H 3.2037 -0.4454 0.0835
14 H 1.5275 1.2591 0.7072
15 H -0.8657 2.4920 0.2812
16 H -0.1406 2.8936 -1.2248
17 H -2.5436 0.6875 -2.1664
18 H -2.7546 1.3908 -0.5598

## Properties
Frontier orbital gap (alpha / beta): 0.284 / 0.257 Ha
Highest occupied orbital energy (alpha / beta): -8.41 / -7.27 eV
LUMO level (alpha / beta): -0.025 / -0.010 Ha

---

Winner for stability: 2

---

## 1
CH2O2S2 | the ωB97M-V functional and the def2-TZVPD basis

Cartesian coordinates (Å):
1 C 1.1875 -1.5290 0.4500
2 O 1.8993 0.6714 -0.2421
3 O 0.7608 -2.6482 0.5327
4 S -1.0449 2.5192 -0.7080
5 S 0.6506 0.0270 -0.4141
6 H 2.0217 -1.0701 1.0481
7 H -0.5384 2.9648 0.5039

## Properties
Frontier orbital gap (alpha / beta): 0.290 / 0.258 Ha
Highest occupied orbital energy (alpha / beta): -9.84 / -9.70 eV
LUMO level (alpha / beta): -0.071 / -0.098 Ha

---

## 2
CH2O2S2 | the ωB97M-V functional and the def2-TZVPD basis

Cartesian coordinates (Å):
1 C 0.9965 -0.6037 0.2010
2 O 3.3597 -0.1183 -0.9122
3 O 3.2974 -1.3205 1.2401
4 S 0.0506 -0.6105 1.6126
5 S 2.7275 -0.3229 0.3655
6 H 0.4396 0.5854 -1.0825
7 H -1.0712 -0.1103 1.0715

## Properties
Frontier orbital gap (alpha / beta): 0.269 / 0.274 Ha
Highest occupied orbital energy (alpha / beta): -9.18 / -9.33 eV
LUMO level (alpha / beta): -0.068 / -0.069 Ha

---

Winner for stability: 1